# C35H69NO21S

A cluster of 6 separate species, C35H69NO21S in total in a non-equilibrium geometry (ωB97M-V with the def2-TZVPD basis set, the Open Molecules 2025 dataset).

orbital gap = 9.84 eV
2S+1 = 1
E_HOMO = -10.059 eV
total charge = 0
E_LUMO = -0.00816 Eh
max |F| = 0.17121 hartree/bohr
structure (SMILES) = CCCCCCCC[C@@]1(CCCCCCOC(C)=O)OS(=O)(=O)O[C@@H]1CCN.COC(=O)OC.COC(=O)OC.COC(=O)OC.COC(=O)OC.COC(=O)OC

Positions of all 127 atoms, in Å:
1 C 2.00 5.48 1.07
2 C 2.05 6.05 -0.47
3 C 2.19 4.89 -1.61
4 C 1.37 3.50 -1.30
5 C -0.19 3.72 -0.85
6 C -0.60 2.54 0.27
7 C -0.89 1.18 -0.61
8 C 0.33 0.06 -0.56
9 C 0.27 -1.01 -1.85
10 C 0.58 -2.59 -1.56
11 C -0.72 -3.51 -1.18
12 C -2.01 -2.71 -0.57
13 C -3.23 -2.58 -1.71
14 C -4.02 -1.15 -1.64
15 C -5.36 -1.23 -2.64
16 O -6.60 -0.82 -1.96
17 C -6.76 0.64 -1.93
18 C -5.72 1.76 -2.51
19 O -7.92 1.11 -1.39
20 O -0.82 -0.78 -2.86
21 S -0.20 -0.94 -4.47
22 O -1.03 -0.17 -5.57
23 O 0.01 -2.42 -4.99
24 O 1.42 -0.45 -4.20
25 C 1.59 -0.47 -2.72
26 C 3.06 -1.14 -2.41
27 C 4.19 -0.39 -3.38
28 N 5.56 -0.33 -2.67
29 H 0.88 5.56 1.46
30 H 2.63 6.21 1.74
31 H 2.32 4.36 1.18
32 H 1.02 6.61 -0.67
33 H 2.93 6.83 -0.61
34 H 1.87 5.26 -2.70
35 H 3.34 4.59 -1.68
36 H 1.97 2.88 -0.51
37 H 1.35 2.89 -2.32
38 H -0.89 3.68 -1.81
39 H -0.42 4.76 -0.34
40 H -1.54 2.86 0.92
41 H 0.30 2.32 0.99
42 H -1.19 1.53 -1.69
43 H -1.84 0.64 -0.13
44 H 0.10 -0.61 0.39
45 H 1.39 0.52 -0.39
46 H 1.43 -2.75 -0.75
47 H 1.01 -3.03 -2.58
48 H -0.36 -4.27 -0.33
49 H -1.03 -4.22 -2.10
50 H -1.77 -1.69 -0.04
51 H -2.47 -3.41 0.27
52 H -4.02 -3.43 -1.53
53 H -2.71 -2.66 -2.78
54 H -4.32 -0.98 -0.51
55 H -3.33 -0.24 -1.94
56 H -5.18 -0.73 -3.69
57 H -5.48 -2.40 -2.87
58 H -4.58 1.46 -2.45
59 H -5.82 2.77 -1.88
60 H -6.05 2.04 -3.61
61 H 1.82 0.69 -2.52
62 H 3.37 -1.15 -1.28
63 H 3.07 -2.28 -2.76
64 H 4.34 -1.07 -4.35
65 H 3.79 0.66 -3.69
66 H 6.13 0.29 -3.31
67 H 5.38 0.24 -1.80
68 C -0.92 -1.84 4.79
69 O 0.25 -2.60 5.09
70 C 1.18 -2.62 4.11
71 O 1.09 -2.05 3.03
72 O 2.23 -3.37 4.53
73 C 3.29 -3.47 3.58
74 H -1.59 -1.90 5.65
75 H -0.66 -0.79 4.62
76 H -1.43 -2.26 3.92
77 H 3.72 -2.49 3.37
78 H 2.94 -3.96 2.66
79 H 4.07 -4.10 4.02
80 C 5.60 3.62 4.64
81 O 5.18 2.33 4.20
82 C 3.88 2.06 4.46
83 O 3.08 2.80 5.01
84 O 3.61 0.81 3.99
85 C 2.26 0.38 4.19
86 H 6.66 3.73 4.39
87 H 5.04 4.41 4.13
88 H 5.50 3.71 5.73
89 H 1.57 1.04 3.66
90 H 2.02 0.35 5.26
91 H 2.16 -0.62 3.78
92 C -2.13 -2.71 -7.28
93 O -2.58 -3.56 -8.34
94 C -2.11 -4.83 -8.28
95 O -1.37 -5.28 -7.43
96 O -2.62 -5.51 -9.34
97 C -2.21 -6.88 -9.41
98 H -2.57 -1.72 -7.43
99 H -2.47 -3.10 -6.32
100 H -1.04 -2.62 -7.31
101 H -2.54 -7.43 -8.53
102 H -1.12 -6.95 -9.52
103 H -2.67 -7.33 -10.29
104 C 4.32 7.67 8.11
105 O 5.54 7.96 8.79
106 C 6.58 7.15 8.44
107 O 6.54 6.25 7.62
108 O 7.67 7.53 9.16
109 C 8.84 6.77 8.89
110 H 3.56 8.37 8.47
111 H 4.44 7.81 7.03
112 H 3.99 6.65 8.34
113 H 9.14 6.88 7.84
114 H 8.69 5.72 9.14
115 H 9.65 7.16 9.51
116 C -6.40 -6.91 1.69
117 O -7.53 -6.59 0.89
118 C -7.51 -5.34 0.36
119 O -6.63 -4.51 0.51
120 O -8.64 -5.17 -0.37
121 C -8.76 -3.90 -0.99
122 H -6.52 -7.93 2.06
123 H -5.48 -6.87 1.09
124 H -6.33 -6.23 2.55
125 H -7.94 -3.73 -1.70
126 H -8.79 -3.10 -0.24
127 H -9.70 -3.87 -1.55


# C16H32O2

The molecule C16H32O2 (ωB97M-V with the def2-TZVPD basis set, the Open Molecules 2025 dataset).

orbital gap = 11.26 eV
2S+1 = 1
E_HOMO = -10.301 eV
total charge = 0
ΔE to the lowest compared entry with this formula, charge and spin = 0.070 eV
E_LUMO = 0.03528 Eh
max |F| = 0.01540 hartree/bohr
structure (SMILES) = CCCCCCCCCCCCCCCC(=O)O

Positions of all 50 atoms, in Å:
1 C -5.63 -1.80 0.79
2 C -4.87 -0.57 0.31
3 C -3.61 -0.96 -0.47
4 C -2.87 0.25 -1.06
5 C -2.19 1.12 0.00
6 C -1.41 2.27 -0.64
7 C -0.50 2.98 0.37
8 C 0.81 2.22 0.60
9 C 1.83 2.47 -0.51
10 C 2.78 1.29 -0.74
11 C 3.63 0.96 0.48
12 C 4.57 -0.23 0.26
13 C 3.87 -1.53 -0.16
14 C 2.91 -2.07 0.90
15 C 1.91 -3.08 0.30
16 C 0.93 -2.34 -0.58
17 O 1.01 -2.20 -1.77
18 O -0.07 -1.80 0.14
19 H -0.67 -1.31 -0.44
20 H 1.36 -3.57 1.10
21 H 2.44 -3.82 -0.30
22 H 3.47 -2.56 1.69
23 H 2.34 -1.26 1.35
24 H 3.33 -1.36 -1.09
25 H 4.63 -2.28 -0.36
26 H 5.29 0.03 -0.52
27 H 5.13 -0.41 1.18
28 H 4.23 1.83 0.74
29 H 2.98 0.76 1.34
30 H 3.43 1.51 -1.58
31 H 2.17 0.43 -1.01
32 H 1.31 2.67 -1.45
33 H 2.41 3.37 -0.27
34 H 0.60 1.15 0.66
35 H 1.24 2.52 1.56
36 H -0.27 3.98 0.02
37 H -1.04 3.08 1.32
38 H -0.80 1.89 -1.46
39 H -2.12 2.99 -1.06
40 H -1.52 0.50 0.60
41 H -2.94 1.53 0.67
42 H -2.12 -0.11 -1.77
43 H -3.58 0.86 -1.62
44 H -3.90 -1.62 -1.29
45 H -2.94 -1.51 0.19
46 H -5.52 0.03 -0.33
47 H -4.59 0.04 1.18
48 H -5.00 -2.41 1.44
49 H -6.52 -1.51 1.34
50 H -5.94 -2.41 -0.06


# C24H29N3O3

The molecule C24H29N3O3 (ωB97M-V with the def2-TZVPD basis set, the Open Molecules 2025 dataset).

orbital gap = 8.97 eV
2S+1 = 1
E_HOMO = -8.242 eV
total charge = 0
ΔE to the lowest compared entry with this formula, charge and spin = 1.915 eV
E_LUMO = 0.02684 Eh
max |F| = 0.01429 hartree/bohr
structure (SMILES) = O=C(CCC(=O)N1CCOc2ccccc21)NC1CCN(Cc2ccccc2)CC1

Positions of all 59 atoms, in Å:
1 O -1.87 0.51 -1.34
2 C -1.40 1.49 -0.80
3 N -0.11 1.57 -0.44
4 H 0.20 2.35 0.12
5 C 0.80 0.44 -0.51
6 C 1.03 -0.17 0.88
7 C 2.01 -1.35 0.76
8 N 3.27 -0.99 0.15
9 C 3.07 -0.38 -1.15
10 C 2.13 0.84 -1.13
11 H 1.99 1.21 -2.14
12 H 2.58 1.64 -0.54
13 H 4.05 -0.10 -1.55
14 H 2.64 -1.14 -1.80
15 C 4.17 -0.25 1.02
16 C 5.57 -0.25 0.45
17 C 6.32 0.92 0.38
18 C 7.61 0.89 -0.14
19 C 8.15 -0.30 -0.58
20 C 7.41 -1.46 -0.51
21 C 6.13 -1.44 0.00
22 H 5.54 -2.34 0.06
23 H 7.83 -2.39 -0.86
24 H 9.16 -0.31 -0.98
25 H 8.18 1.81 -0.19
26 H 5.90 1.85 0.72
27 H 4.19 -0.76 1.98
28 H 3.85 0.79 1.19
29 H 2.20 -1.78 1.74
30 H 1.55 -2.12 0.13
31 H 0.08 -0.51 1.30
32 H 1.44 0.59 1.54
33 H 0.30 -0.30 -1.15
34 C -2.23 2.73 -0.49
35 H -2.38 3.30 -1.41
36 H -1.72 3.35 0.24
37 C -3.58 2.25 0.06
38 C -3.27 1.21 1.12
39 O -2.35 1.36 1.91
40 N -3.98 0.05 1.10
41 C -5.09 -0.25 0.29
42 C -6.16 0.64 0.15
43 C -7.27 0.30 -0.60
44 C -7.33 -0.95 -1.21
45 C -6.30 -1.85 -1.05
46 C -5.18 -1.52 -0.30
47 O -4.22 -2.47 -0.16
48 C -3.04 -2.06 0.50
49 C -3.37 -1.14 1.67
50 H -4.08 -1.63 2.35
51 H -2.48 -0.84 2.22
52 H -2.40 -1.51 -0.21
53 H -2.53 -2.97 0.82
54 H -6.34 -2.83 -1.50
55 H -8.20 -1.22 -1.80
56 H -8.08 1.00 -0.71
57 H -6.12 1.59 0.66
58 H -4.13 3.09 0.49
59 H -4.17 1.81 -0.74


# C36H74AlBr2ClMgN3O11S

A structure of composition C36H74AlBr2ClMgN3O11S in a non-equilibrium geometry (ωB97M-V with the def2-TZVPD basis set, the Open Molecules 2025 dataset).

orbital gap = 0.86 eV
2S+1 = 1
E_HOMO = -7.259 eV
total charge = +1
E_LUMO = -0.23513 Eh
max |F| = 0.08482 hartree/bohr

Positions of all 130 atoms, in Å:
1 C 6.85 -2.70 -0.52
2 C 6.74 -1.45 0.44
3 C 7.17 -0.08 -0.23
4 C 7.04 1.04 0.94
5 C 7.00 2.45 0.23
6 C 6.31 3.59 1.09
7 C 5.66 4.62 0.05
8 C 4.06 4.55 0.15
9 C 3.62 5.89 0.90
10 C 2.07 5.84 1.29
11 S 1.89 5.04 2.94
12 O 1.44 5.11 0.23
13 C 0.01 5.00 0.33
14 C -0.35 3.44 0.28
15 C -1.21 3.22 -1.05
16 C -0.26 2.53 -2.11
17 C 0.80 3.55 -2.74
18 O -1.06 3.10 1.48
19 C -0.51 1.93 2.11
20 C -0.70 0.73 1.10
21 C -0.85 -0.67 1.83
22 O -0.45 -0.90 2.94
23 C -1.54 -1.78 0.94
24 C -0.70 -2.29 -0.18
25 C -1.28 -3.29 -1.07
26 C -2.72 -3.76 -0.83
27 C -3.51 -3.25 0.31
28 C -2.91 -2.25 1.19
29 H 5.84 -3.21 -0.50
30 H 7.63 -3.39 -0.10
31 H 7.12 -2.44 -1.57
32 H 7.41 -1.58 1.34
33 H 5.70 -1.28 0.85
34 H 8.28 -0.08 -0.62
35 H 6.53 0.22 -1.10
36 H 6.09 0.80 1.48
37 H 7.95 0.90 1.61
38 H 8.04 2.78 -0.04
39 H 6.37 2.34 -0.70
40 H 7.06 4.14 1.71
41 H 5.51 3.20 1.78
42 H 6.01 4.46 -1.00
43 H 6.00 5.64 0.40
44 H 3.72 3.62 0.69
45 H 3.64 4.50 -0.89
46 H 3.71 6.70 0.13
47 H 4.23 6.04 1.81
48 H 1.63 6.87 1.32
49 H 2.21 3.72 2.79
50 H -0.47 5.45 1.28
51 H -0.42 5.57 -0.54
52 H 0.65 2.91 0.18
53 H -2.04 2.48 -0.85
54 H -1.71 4.15 -1.42
55 H 0.32 1.66 -1.69
56 H -0.90 2.11 -2.94
57 H 0.76 4.56 -2.26
58 H 1.81 3.09 -2.65
59 H 0.60 3.66 -3.84
60 H -1.10 1.81 3.06
61 H 0.56 2.08 2.42
62 H 0.10 0.65 0.32
63 H -1.69 0.89 0.59
64 H 0.33 -1.87 -0.32
65 H -0.66 -3.65 -1.92
66 H -3.19 -4.51 -1.52
67 H -4.55 -3.59 0.47
68 H -3.44 -1.79 2.06
69 C -1.77 7.35 -6.61
70 C -1.95 5.84 -6.52
71 C -2.73 5.38 -5.28
72 O -2.00 5.42 -4.07
73 C -1.91 6.71 -3.47
74 N -0.63 5.20 -6.59
75 H -1.00 7.72 -5.94
76 H -1.48 7.64 -7.62
77 H -2.71 7.87 -6.37
78 H -2.52 5.53 -7.40
79 H -3.00 4.32 -5.42
80 H -3.67 5.93 -5.17
81 H -2.82 7.30 -3.63
82 H -1.04 7.24 -3.86
83 H -1.77 6.57 -2.40
84 H -0.75 4.19 -6.64
85 H -0.17 5.35 -5.70
86 C -2.92 -6.45 2.24
87 C -2.17 -7.25 1.18
88 C -1.58 -8.57 1.69
89 O -0.44 -8.32 2.49
90 C -0.70 -8.20 3.90
91 N -1.02 -6.41 0.70
92 H -2.25 -5.99 2.96
93 H -3.49 -5.65 1.77
94 H -3.62 -7.09 2.78
95 H -2.82 -7.43 0.32
96 H -1.22 -9.14 0.83
97 H -2.32 -9.18 2.20
98 H -1.60 -8.74 4.20
99 H -0.80 -7.14 4.16
100 H 0.15 -8.60 4.44
101 H -1.26 -5.43 0.51
102 H -0.59 -6.81 -0.14
103 H -0.28 -6.45 1.42
104 Br 9.10 1.20 -1.60
105 Mg -5.21 5.41 -5.11
106 Cl -0.53 7.18 2.26
107 O 8.63 1.29 3.49
108 H 8.92 1.03 4.36
109 C -9.38 -8.89 3.59
110 O -8.03 -9.23 3.26
111 C -7.66 -8.81 1.97
112 C -6.80 -7.55 2.01
113 O -7.55 -6.44 2.45
114 C -7.28 -6.10 3.81
115 H -9.53 -9.07 4.65
116 H -9.59 -7.84 3.38
117 H -10.07 -9.53 3.02
118 H -8.56 -8.66 1.33
119 H -7.07 -9.63 1.53
120 H -6.46 -7.33 0.99
121 H -5.92 -7.70 2.63
122 H -6.29 -5.65 3.89
123 H -7.34 -6.97 4.47
124 H -8.02 -5.37 4.13
125 N 4.06 9.17 -1.00
126 O 4.00 9.15 0.24
127 O 4.93 8.52 -1.59
128 O 3.25 9.84 -1.64
129 Al -9.29 -9.86 0.09
130 Br 10.30 0.32 -3.38


# C5H8N2

The molecule C5H8N2 in a non-equilibrium geometry (ωB97M-V with the def2-TZVPD basis set, the Open Molecules 2025 dataset).

orbital gap = 9.17 eV
2S+1 = 1
E_HOMO = -8.681 eV
total charge = 0
ΔE to the lowest compared entry with this formula, charge and spin = 3.500 eV
E_LUMO = 0.01805 Eh
max |F| = 0.04296 hartree/bohr

Positions of all 15 atoms, in Å:
1 C -2.72 -0.15 -0.03
2 N -1.24 0.10 0.06
3 C -0.60 -0.60 0.98
4 N 0.73 -0.61 1.04
5 C 1.22 0.10 0.01
6 C 2.71 0.16 -0.31
7 C 0.47 0.70 -0.92
8 H -2.99 -0.74 -0.91
9 H -3.11 -0.72 0.84
10 H -3.29 0.78 -0.05
11 H -1.15 -1.21 1.71
12 H 3.23 0.43 0.60
13 H 3.01 -0.84 -0.65
14 H 3.01 0.87 -1.10
15 H 0.74 1.72 -1.27


# CH3NO4

A cluster of 2 separate species, CH3NO4 in total in a non-equilibrium geometry (ωB97M-V with the def2-TZVPD basis set, the Open Molecules 2025 dataset).

orbital gap = 5.89 eV
2S+1 = 1
E_HOMO = -8.865 eV
total charge = 0
ΔE to the lowest compared entry with this formula, charge and spin = 8.525 eV
E_LUMO = -0.10915 Eh
max |F| = 0.08273 hartree/bohr

Positions of all 9 atoms, in Å:
1 C -0.10 -0.36 -0.16
2 N 0.01 -1.73 -0.42
3 O -3.24 -0.56 1.12
4 O 1.07 -2.23 -0.61
5 O -3.70 0.10 0.17
6 O -2.89 0.42 -0.70
7 H -0.89 -0.25 0.74
8 H 0.82 0.27 -0.14
9 H -0.79 0.15 -0.97